Here is a cluster of 2 separate species, C34H25FO2 in total from OMol25. Energies are from ωB97M-V/def2-TZVPD.

Geometry (Å):
C (4.137, 3.235, 2.389)
C (4.577, 2.143, 3.144)
C (3.723, 1.067, 3.356)
C (2.362, 1.132, 2.990)
C (1.480, 0.047, 3.447)
C (1.947, -1.318, 3.180)
C (1.032, -2.492, 3.377)
C (-0.251, -2.468, 2.837)
C (-1.086, -3.574, 3.002)
C (-0.636, -4.690, 3.721)
C (0.683, -4.731, 4.195)
C (1.541, -3.657, 3.960)
O (3.077, -1.563, 2.729)
C (0.451, 0.252, 4.460)
C (0.025, 1.671, 4.814)
C (0.948, 2.637, 5.213)
C (0.522, 3.941, 5.479)
C (-0.847, 4.237, 5.504)
C (-1.785, 3.220, 5.268)
C (-1.346, 1.952, 4.888)
O (-0.070, -0.657, 5.122)
C (1.944, 2.203, 2.170)
C (2.836, 3.232, 1.865)
H (4.811, 4.074, 2.209)
H (5.574, 2.101, 3.583)
H (4.089, 0.151, 3.818)
H (-0.579, -1.566, 2.316)
H (-2.099, -3.534, 2.606)
H (-1.306, -5.533, 3.897)
H (1.047, -5.587, 4.762)
H (2.591, -3.677, 4.255)
H (2.006, 2.371, 5.272)
H (1.271, 4.712, 5.667)
H (-1.184, 5.252, 5.721)
H (-2.856, 3.408, 5.365)
H (-2.061, 1.168, 4.637)
H (0.930, 2.176, 1.758)
H (2.513, 4.052, 1.221)
F (0.050, 1.417, -5.134)
C (0.532, 0.560, -4.183)
C (-0.372, -0.055, -3.316)
C (0.145, -0.871, -2.323)
C (1.548, -1.127, -2.186)
C (1.961, -1.898, -1.066)
C (3.259, -2.357, -0.716)
C (3.354, -3.476, 0.170)
C (4.567, -4.090, 0.431)
C (5.746, -3.595, -0.158)
C (5.691, -2.460, -0.983)
C (4.484, -1.795, -1.190)
C (2.387, -0.597, -3.215)
C (1.906, 0.335, -4.132)
H (-1.442, 0.114, -3.421)
H (-0.534, -1.361, -1.622)
H (1.143, -2.244, -0.429)
H (2.431, -3.852, 0.618)
H (4.603, -4.962, 1.091)
H (6.702, -4.077, 0.046)
H (6.602, -2.080, -1.457)
H (4.466, -0.827, -1.695)
H (3.419, -0.928, -3.296)
H (2.578, 0.853, -4.814)

Multiplicity: 1
Kohn-Sham gap in eV: 2.73
Highest occupied orbital energy in eV: -6.2
Net charge: 0
Total energy in Eh: -1560.83335
Lowest unoccupied orbital energy in eV: -3.428

Here is a structure of composition C34H25N6O3PbS3 from OMol25. Energies are from ωB97M-V/def2-TZVPD.

Geometry (Å):
Pb (0.096, 0.165, -0.412)
C (0.111, 4.248, 1.520)
O (-0.137, 3.739, 2.826)
C (0.815, 3.014, 3.465)
C (0.763, 3.003, 4.853)
C (1.711, 2.348, 5.636)
C (2.755, 1.654, 5.065)
C (2.797, 1.607, 3.675)
C (3.673, 0.998, 2.746)
N (3.279, 1.254, 1.523)
N (3.873, 0.873, 0.426)
C (3.345, 0.934, -0.806)
O (2.186, 1.320, -1.096)
C (4.251, 0.426, -1.861)
C (3.727, 0.208, -3.134)
C (4.521, -0.334, -4.129)
C (5.842, -0.659, -3.859)
C (6.376, -0.424, -2.599)
C (5.587, 0.118, -1.601)
C (1.848, 2.271, 2.888)
O (2.111, 2.062, 1.560)
H (-0.416, 5.197, 1.455)
H (1.171, 4.409, 1.334)
H (-0.285, 3.573, 0.759)
H (-0.043, 3.559, 5.314)
H (1.636, 2.414, 6.712)
H (3.511, 1.162, 5.661)
H (4.549, 0.397, 2.916)
H (2.692, 0.463, -3.321)
H (4.111, -0.510, -5.115)
H (6.458, -1.096, -4.634)
H (7.410, -0.673, -2.402)
H (5.996, 0.314, -0.620)
S (1.364, -2.179, -0.209)
C (0.467, -2.219, 1.262)
N (-0.191, -1.162, 1.672)
C (-0.866, -1.375, 2.857)
C (-1.669, -0.451, 3.522)
C (-2.259, -0.828, 4.714)
C (-2.061, -2.103, 5.244)
C (-1.279, -3.036, 4.585)
C (-0.687, -2.662, 3.387)
S (0.332, -3.597, 2.318)
H (-1.822, 0.532, 3.093)
H (-2.890, -0.124, 5.240)
H (-2.533, -2.372, 6.179)
H (-1.137, -4.029, 4.989)
N (-3.613, -1.152, -3.095)
C (-4.103, -2.442, -2.797)
C (-5.201, -2.933, -3.480)
C (-5.693, -4.202, -3.199)
C (-5.084, -4.985, -2.237)
C (-3.981, -4.492, -1.546)
C (-3.500, -3.229, -1.826)
S (-2.085, -2.631, -0.926)
N (-1.841, -1.087, -1.562)
C (-2.546, -0.559, -2.501)
C (-2.175, 0.806, -2.974)
C (-2.928, 1.533, -3.890)
C (-2.489, 2.791, -4.276)
C (-1.320, 3.299, -3.737)
C (-0.637, 2.518, -2.818)
N (-1.055, 1.313, -2.456)
H (-4.088, -0.672, -3.837)
H (-5.678, -2.323, -4.239)
H (-6.556, -4.571, -3.735)
H (-5.455, -5.976, -2.015)
H (-3.489, -5.090, -0.788)
H (-3.851, 1.154, -4.303)
H (-3.059, 3.367, -4.992)
H (-0.946, 4.273, -4.019)
H (0.285, 2.857, -2.354)

Multiplicity: 1
Kohn-Sham gap in eV: 6.82
Highest occupied orbital energy in eV: -9.9
Net charge: +1
Total energy in Eh: -3252.09704
Lowest unoccupied orbital energy in eV: -3.080

Here is a structure of composition C34H25N7O8SY from OMol25. Energies are from ωB97M-V/def2-TZVPD.

Geometry (Å):
Y (0.742, -0.519, -0.942)
C (1.290, -2.538, -3.945)
O (0.380, -1.665, -3.292)
C (-0.954, -1.816, -3.556)
C (-1.486, -2.895, -4.239)
C (-2.857, -2.964, -4.456)
C (-3.688, -1.959, -3.986)
C (-3.149, -0.885, -3.296)
C (-1.781, -0.790, -3.078)
N (-1.154, 0.242, -2.335)
N (-1.844, 1.306, -2.299)
C (-1.467, 2.410, -1.618)
C (-0.209, 2.595, -0.958)
O (0.719, 1.744, -0.929)
C (0.008, 3.863, -0.291)
C (-0.918, 4.838, -0.277)
C (-2.179, 4.690, -0.947)
C (-3.132, 5.722, -0.938)
C (-4.332, 5.582, -1.591)
C (-4.601, 4.391, -2.276)
C (-3.683, 3.367, -2.293)
C (-2.447, 3.486, -1.627)
H (1.088, -2.560, -5.017)
H (1.230, -3.548, -3.531)
H (2.279, -2.127, -3.768)
H (-0.851, -3.696, -4.586)
H (-3.269, -3.817, -4.978)
H (-4.758, -2.021, -4.137)
H (-3.777, -0.100, -2.898)
H (0.963, 3.972, 0.208)
H (-0.721, 5.767, 0.247)
H (-2.901, 6.637, -0.404)
H (-5.061, 6.382, -1.581)
H (-5.542, 4.274, -2.800)
H (-3.893, 2.453, -2.829)
O (4.912, -0.676, -2.266)
C (3.771, -0.898, -1.893)
O (2.744, -0.130, -1.972)
C (3.458, -2.266, -1.283)
C (4.372, -3.289, -1.120)
C (3.914, -4.498, -0.611)
C (2.567, -4.663, -0.314)
C (1.720, -3.586, -0.507)
N (2.180, -2.425, -0.960)
C (0.204, -3.620, -0.310)
O (-0.327, -4.694, -0.077)
O (-0.361, -2.480, -0.487)
H (5.405, -3.120, -1.389)
H (4.605, -5.317, -0.456)
H (2.163, -5.592, 0.060)
N (2.741, 2.154, 7.271)
C (2.555, 1.395, 6.110)
C (3.108, 1.813, 4.899)
C (2.967, 1.040, 3.761)
C (2.267, -0.154, 3.824)
C (1.713, -0.583, 5.020)
C (1.861, 0.186, 6.161)
S (2.079, -1.146, 2.369)
O (1.642, -2.453, 2.782)
O (3.311, -1.037, 1.629)
N (0.973, -0.406, 1.457)
C (-0.324, -0.307, 1.810)
N (-1.103, 0.062, 0.755)
C (-2.397, 0.196, 0.957)
C (-2.975, -0.006, 2.201)
C (-2.102, -0.373, 3.213)
N (-0.799, -0.533, 3.043)
H (2.906, 3.134, 7.104)
H (2.038, 2.007, 7.977)
H (3.660, 2.745, 4.858)
H (3.404, 1.351, 2.820)
H (1.165, -1.514, 5.030)
H (1.435, -0.147, 7.101)
H (-2.994, 0.471, 0.091)
H (-4.036, 0.103, 2.367)
H (-2.468, -0.567, 4.218)

Multiplicity: 1
Kohn-Sham gap in eV: 7.00
Highest occupied orbital energy in eV: -5.3
Net charge: -1
Total energy in Eh: -2732.76921
Lowest unoccupied orbital energy in eV: 1.717

Here is a structure of composition C34H26Cl5FIrN6O6 from OMol25. Energies are from ωB97M-V/def2-TZVPD.

Geometry (Å):
Ir (0.875, 0.708, -0.064)
O (0.424, -2.577, 2.345)
C (0.646, -1.799, 1.458)
N (-0.080, -0.682, 1.076)
C (-1.076, -0.155, 1.890)
O (-1.542, -0.632, 2.886)
C (-1.591, 1.144, 1.325)
C (-2.708, 1.750, 1.856)
C (-3.238, 2.850, 1.201)
C (-2.653, 3.276, 0.015)
C (-1.524, 2.633, -0.449)
N (-0.990, 1.605, 0.218)
C (1.827, -1.970, 0.537)
C (2.625, -3.094, 0.570)
C (3.600, -3.238, -0.405)
C (3.723, -2.265, -1.392)
C (2.902, -1.159, -1.348)
N (1.990, -1.015, -0.382)
H (-3.136, 1.332, 2.756)
H (-4.108, 3.358, 1.596)
H (-3.051, 4.112, -0.541)
H (-1.037, 2.953, -1.355)
H (2.446, -3.825, 1.346)
H (4.249, -4.103, -0.408)
H (4.462, -2.348, -2.176)
H (2.982, -0.351, -2.067)
C (-0.649, 4.430, -6.727)
C (0.679, 3.755, -6.427)
N (0.583, 2.819, -5.291)
C (0.930, 3.250, -4.077)
C (0.877, 2.502, -2.924)
C (1.324, 3.225, -1.669)
O (1.419, 4.430, -1.712)
O (1.576, 2.512, -0.615)
C (0.410, 1.173, -2.996)
O (0.339, 0.341, -2.038)
C (-0.007, 0.708, -4.310)
C (-0.504, -0.592, -4.462)
C (-0.877, -1.049, -5.689)
F (-1.303, -2.321, -5.791)
C (-0.810, -0.245, -6.846)
C (-0.333, 1.046, -6.687)
C (0.087, 1.531, -5.441)
N (-1.224, -0.683, -8.117)
C (-2.030, -1.893, -8.283)
C (-2.517, -1.963, -9.736)
N (-2.623, -0.566, -10.273)
C (-1.254, 0.052, -10.430)
C (-0.376, -0.440, -9.275)
H (-0.543, 5.085, -7.591)
H (-0.970, 5.038, -5.882)
H (-1.435, 3.704, -6.938)
H (1.431, 4.494, -6.157)
H (1.075, 3.213, -7.285)
H (1.284, 4.271, -4.000)
H (-0.573, -1.245, -3.603)
H (-0.320, 1.701, -7.545)
H (-2.882, -1.846, -7.607)
H (-1.484, -2.815, -8.070)
H (-3.488, -2.446, -9.808)
H (-1.820, -2.488, -10.386)
H (-3.163, -0.005, -9.613)
H (-3.123, -0.554, -11.163)
H (-1.390, 1.131, -10.419)
H (-0.863, -0.250, -11.399)
H (0.381, 0.307, -9.054)
H (0.158, -1.353, -9.561)
Cl (5.394, 4.270, 4.613)
C (4.208, 3.388, 3.752)
C (4.541, 2.710, 2.584)
Cl (6.158, 2.753, 2.012)
C (3.566, 1.998, 1.883)
Cl (4.022, 1.121, 0.480)
C (2.255, 1.940, 2.329)
O (1.248, 1.270, 1.770)
C (1.934, 2.629, 3.516)
Cl (0.306, 2.570, 4.069)
C (2.890, 3.340, 4.222)
Cl (2.462, 4.166, 5.658)

Multiplicity: 2
Kohn-Sham gap (alpha / beta) in eV: 7.45 / 5.00
Highest occupied orbital energy (alpha / beta) in eV: -12.7 / -12.2
Net charge: +2
Total energy in Eh: -4595.93204
Lowest unoccupied orbital energy (alpha / beta) in eV: -5.236 / -7.196